(1)
The following is a DFT calculation (ωB97M-V/def2-TZVPD) of 2 unconnected molecules or ions with the total composition C3H11NOS2.

Structure (XYZ):
```
18
Properties=species:S:1:pos:R:3:forces:R:3:lowdin_charge:R:1
S 3.0513 2.3162 1.0659 1.0834 2.9155 0.1888 -0.153
S 2.1265 0.5094 0.9022 -1.0739 -2.8469 0.6243 0.121
O -3.0739 1.1315 0.6965 -0.6333 0.2929 -0.0533 -0.063
N -0.4380 -1.7422 -1.9354 -0.5243 0.8593 -1.0248 -0.051
C 0.2673 0.5100 1.0694 1.0884 0.7708 -0.1594 -0.558
C -0.2088 -0.6960 0.2532 -0.6142 1.8749 -2.5643 -0.290
C 0.4062 -0.7613 -1.2129 0.3404 -2.2243 1.6194 -0.315
H -1.2382 -0.5135 -0.1151 -0.1588 -0.5705 0.9493 0.070
H 0.0065 1.5118 0.6860 -0.3253 -0.5988 -0.6613 0.061
H 3.3955 2.7236 2.3603 -0.0890 -0.2649 -0.1176 -0.274
H -0.0744 0.6288 2.1034 0.1967 -0.8856 0.0980 0.060
H 1.3794 -1.2396 -1.1119 0.4357 0.6457 -0.0319 0.065
H -0.0833 -1.6942 0.6621 -0.0691 0.1904 0.5004 0.100
H -0.5227 -2.6480 -1.4945 0.2990 0.1562 0.3384 0.050
H -0.0430 -1.8989 -2.8549 -0.0707 -0.0982 0.0041 0.048
H -3.2170 0.9841 -0.2455 0.2107 -0.0680 0.1791 0.037
H 0.5181 0.1827 -1.7458 -0.3926 -0.0286 0.1775 0.109
H -2.2515 0.6956 0.9170 0.2968 -0.1200 -0.0666 -0.018
```
Forces are in eV/Å.

Results
spin multiplicity	2
ΔE to the lowest compared entry with this formula, charge and spin	162.7	kJ/mol
energy	-1047.20840	a.u.
⟨S²⟩	0.75
charge	-1
largest force on an atom	3.235	eV/Å

(2)
The following is a DFT calculation (ωB97M-V/def2-TZVPD) of 2 unconnected molecules or ions with the total composition C3H11NOS2.

Structure (XYZ):
```
18
Properties=species:S:1:pos:R:3:forces:R:3:lowdin_charge:R:1
S 0.3067 -0.9885 -0.1061 1.0492 0.0804 0.4665 0.409
S -1.1532 -2.0948 -1.0642 -0.9385 0.3313 -0.1721 0.282
O 0.3638 -0.9630 3.8878 -0.7825 0.8276 -0.5493 -0.045
N -0.0146 3.1895 -0.3656 -2.0313 0.2670 1.1788 0.023
C 0.5346 1.8193 -0.3977 0.5351 0.8133 -0.1342 -0.526
C -0.3328 0.7233 0.1923 -0.9290 -1.7547 0.0164 -0.465
C 1.2229 1.5230 -1.7169 0.6230 0.3761 -1.7832 -0.103
H -1.0449 3.2094 -0.5503 1.0839 -0.4285 -0.6756 0.083
H -0.4791 0.7982 1.2852 0.1303 0.2998 -0.5599 0.081
H -1.2823 0.5220 -0.2597 -0.9653 0.9198 -0.2817 0.024
H 1.2915 1.7829 0.3313 1.5321 0.6026 0.8902 0.108
H 1.0840 -0.6735 4.4314 0.5665 -0.0817 0.4313 0.022
H 1.4605 0.4817 -1.7012 -0.0363 -0.7865 -0.3524 -0.006
H -0.1051 3.5356 0.6082 0.8389 -0.3732 -0.5010 0.076
H 2.2430 1.9704 -2.0229 -1.7042 0.1119 1.2739 0.107
H -1.9070 -1.1244 -1.6704 0.6490 -0.3215 0.1396 -0.176
H 0.3573 -1.9097 3.8573 0.2112 -0.6884 0.0824 0.024
H 0.5701 1.7253 -2.5929 0.1680 -0.1953 0.5305 0.084
```
Forces are in eV/Å.

Results
ΔE to the lowest compared entry with this formula, charge and spin	127.7	kJ/mol
energy	-1047.21871	a.u.
largest force on an atom	2.364	eV/Å

(3)
The following is a DFT calculation (ωB97M-V/def2-TZVPD) of 2 unconnected molecules or ions with the total composition C3H11NOSi3.

Structure (XYZ):
```
19
Properties=species:S:1:pos:R:3:forces:R:3:lowdin_charge:R:1
Si 1.1338 1.4067 2.0700 -0.1488 -0.5151 -0.7864 0.728
Si -2.0069 0.9382 -1.5253 -0.4093 -0.8467 3.1808 0.681
Si 0.1366 -2.8431 -0.5972 0.5479 -1.6621 -1.6729 0.592
O 1.1731 1.7353 -1.4272 -0.1775 -0.0180 0.6086 0.094
N -0.6189 0.4946 -0.5239 0.1384 -1.6315 0.5326 -0.145
C -0.1660 -0.5533 0.4580 -2.1967 4.5438 -0.4927 -0.293
C 0.6755 1.0066 -0.6100 0.4727 -0.6387 -0.5511 -0.564
C 1.0861 0.1637 0.5982 2.6470 1.1782 0.3117 -0.409
H 1.8051 2.6257 1.6215 -0.1851 0.3826 -0.1148 -0.061
H -0.7361 -3.1112 -1.8141 0.5992 -0.1727 0.4755 -0.155
H -2.0234 0.0462 -2.5582 -0.6574 -2.0161 -1.7447 -0.099
H 2.0573 0.8348 3.0105 0.1502 -0.3371 0.9163 -0.087
H -0.8486 -0.6251 1.2715 -0.7357 -1.0693 0.7151 0.083
H -3.1494 1.0633 -0.5606 0.1393 -0.2910 -0.5363 -0.055
H -0.2882 1.5650 2.4995 0.4070 0.1215 0.0847 -0.042
H 1.6581 -2.7655 -0.8501 -1.1004 -0.0527 0.1033 -0.118
H -1.7488 2.1127 -2.1418 0.6300 2.8149 -0.9766 -0.101
H -0.1808 -3.7232 0.5519 0.0169 0.1334 -0.0523 -0.155
H 2.0416 -0.3713 0.5272 -0.1377 0.0766 -0.0009 0.107
```
Forces are in eV/Å.

Results
spin multiplicity	3
energy	-1119.12710	a.u.
⟨S²⟩	2.01
largest force on an atom	5.071	eV/Å

(4)
The following is a DFT calculation (ωB97M-V/def2-TZVPD) of 2 unconnected molecules or ions with the total composition C3H11NP.

Structure (XYZ):
```
16
Properties=species:S:1:pos:R:3:forces:R:3:lowdin_charge:R:1
P -2.0075 -0.0736 -0.0195 1.3728 -0.3437 2.1530 0.959
N -0.0660 0.1458 0.0324 0.7986 -0.2421 -1.6322 -0.578
C 0.2157 1.6038 0.1982 2.4256 0.1142 1.9047 -0.106
C 0.4573 -0.1782 -1.3547 -0.8332 -0.3385 -1.5653 -0.103
C 0.6486 -0.7393 1.0545 -1.2203 0.0798 2.5429 -0.069
H 0.4984 0.6520 -2.0863 -0.5675 0.0604 0.9527 0.115
H -0.0223 1.8404 1.2067 -0.3584 0.3193 0.9414 0.078
H 0.4784 -0.2911 2.1126 0.2595 -0.3906 -1.8793 0.120
H -2.3720 -2.8272 -1.1759 0.0640 0.2686 0.1636 0.074
H -0.3648 2.1975 -0.4162 -1.4437 0.8130 -1.5189 0.058
H 1.4476 -0.5355 -1.3522 1.3619 -0.3173 0.7330 0.078
H 1.2868 2.0098 0.0731 -1.2376 -1.5683 -0.1096 0.153
H -0.0839 -0.9775 -1.8704 -0.3787 0.0712 0.5199 0.072
H 0.1296 -1.7427 1.1616 0.8189 1.1074 -0.7792 0.104
H -1.9941 -0.2622 1.5126 -0.1724 0.2221 -1.9795 -0.063
H 1.7481 -0.8221 0.9235 -0.8897 0.1447 -0.4473 0.110
```
Forces are in eV/Å.

Results
ΔE to the lowest compared entry with this formula, charge and spin	681.4	kJ/mol
energy	-516.55522	a.u.
charge	+1
largest force on an atom	3.086	eV/Å

(5)
The following is a DFT calculation (ωB97M-V/def2-TZVPD) of a molecular structure, C3H11NP.

Structure (XYZ):
```
16
Properties=species:S:1:pos:R:3:forces:R:3:lowdin_charge:R:1
P -1.6726 1.0577 1.3384 5.4021 1.7629 0.6249 1.048
N 0.0249 -0.7149 -0.3120 0.3658 -2.7047 -1.5148 -0.281
C -0.0428 0.2695 1.3187 -2.3810 -0.8496 1.8715 -0.379
C -0.5831 0.0506 -1.3934 -2.1877 0.0225 1.8357 -0.123
C 1.5196 -1.0328 -0.4387 -2.9288 0.6586 -2.2891 -0.011
H 1.7423 -1.3748 -1.4628 -0.0562 -0.1950 0.5641 0.104
H 1.8650 -1.6743 0.3044 0.4310 -1.0655 1.2207 0.073
H 0.9114 0.7536 1.1830 -0.2284 1.3135 -0.3147 0.067
H 1.8997 -0.0481 -0.3497 1.0547 0.8244 0.1744 0.068
H -0.3492 1.1362 -1.3114 -0.1631 -0.6316 -0.0735 0.083
H -0.7468 -1.4193 -0.0781 2.7215 0.2901 -0.2931 0.156
H -1.6954 -0.2023 -1.0660 1.5976 1.4165 -1.7495 0.111
H -1.1854 1.9771 2.3269 -1.8173 0.3913 0.6701 -0.029
H -1.4780 2.0406 0.3038 -1.2983 -0.5681 -0.2258 -0.018
H -0.3659 -0.2893 -2.3850 -0.0024 -0.3755 -0.5198 0.084
H 0.1563 -0.5295 2.0218 -0.5095 -0.2898 0.0189 0.047
```
Forces are in eV/Å.

Results
spin multiplicity	3
ΔE to the lowest compared entry with this formula, charge and spin	164.8	kJ/mol
energy	-516.46976	a.u.
⟨S²⟩	2.01
charge	+1
largest force on an atom	5.717	eV/Å

(6)
The following is a DFT calculation (ωB97M-V/def2-TZVPD) of 2 unconnected molecules or ions with the total composition C3H11NP2Si.

Structure (XYZ):
```
18
Properties=species:S:1:pos:R:3:forces:R:3:lowdin_charge:R:1
P -0.2835 -2.6601 -0.0598 0.2114 2.3382 0.2500 0.618
P -2.7777 -3.0605 -1.7190 -0.3126 0.0818 -0.3841 0.597
Si 0.5483 0.2018 0.2793 -0.0665 -1.7185 -0.0571 0.563
N -1.5738 -2.3107 -0.8613 0.9940 0.0731 0.2862 -0.918
C -0.6010 1.1536 1.4613 0.3262 -0.4267 -0.3565 -0.238
C 0.4894 0.8870 -1.4975 -0.0332 -0.2118 0.5129 -0.235
C 2.3147 0.0754 0.9862 -0.5086 0.2050 -0.2906 -0.253
H -0.3593 1.5518 -1.6353 -0.1292 0.0731 0.0472 0.019
H 1.3917 1.4400 -1.7500 0.1457 0.0623 0.0737 0.019
H 2.8617 -0.7557 0.5507 0.0042 -0.1099 -0.1276 0.011
H -1.6099 1.2154 1.0668 -0.1570 -0.0167 -0.1243 0.017
H 0.3860 0.0801 -2.2172 -0.0130 -0.1487 -0.0643 0.007
H 2.8852 0.9814 0.7900 0.0563 0.1768 -0.0212 0.018
H -0.6548 0.6711 2.4334 0.0464 -0.1108 0.0994 0.016
H 2.2935 -0.0742 2.0613 -0.0847 -0.0430 0.1830 0.015
H -3.2757 -3.9983 -0.8018 -0.0877 -0.4153 0.2192 -0.144
H -3.7464 -2.1108 -1.3757 -0.5154 0.0536 -0.1768 -0.136
H -0.2408 2.1689 1.6195 0.1238 0.1375 -0.0689 0.024
```
Forces are in eV/Å.

Results
ΔE to the lowest compared entry with this formula, charge and spin	37.0	kJ/mol
energy	-1147.79249	a.u.
largest force on an atom	2.361	eV/Å

(7)
The following is a DFT calculation (ωB97M-V/def2-TZVPD) of 2 unconnected molecules or ions with the total composition C3H11NS.

Structure (XYZ):
```
16
Properties=species:S:1:pos:R:3:forces:R:3:lowdin_charge:R:1
S -0.7806 -1.3385 3.2290 0.1089 0.3407 -0.1548 0.712
N 0.4150 0.3870 -4.2979 0.3671 -0.3728 -0.2464 -0.089
C -0.0483 -0.0014 2.2082 -0.6277 -0.2765 0.4804 -0.408
C 0.4431 -1.5196 4.5658 -0.0773 0.1952 -0.3933 -0.428
C -0.6204 1.3946 -4.1594 -0.4604 -0.5524 -0.9256 -0.212
H 0.9782 0.5969 -5.1160 0.0213 -0.1301 0.0942 0.053
H -0.0922 -1.4108 5.5045 0.2364 -0.2086 0.1342 0.020
H -1.1940 1.1363 -3.2710 0.0206 0.6542 0.1569 0.068
H -1.3097 1.3898 -5.0205 -0.1201 0.0514 0.2172 0.064
H 0.0454 -0.3531 1.1910 0.4532 -0.0961 -0.1532 0.017
H 0.8874 0.2506 2.6943 0.1842 0.1603 -0.4279 0.018
H -0.7079 0.8639 2.1814 0.0354 0.0417 0.2211 0.022
H -0.0323 -0.5054 -4.4817 0.2158 -0.0233 0.0404 0.054
H 0.9287 -2.4764 4.4443 -0.0511 -0.3770 0.3346 0.016
H 1.2444 -0.7827 4.5111 -0.2611 0.2207 -0.0461 0.029
H -0.1568 2.3688 -4.1831 -0.0452 0.3727 0.6684 0.063
```
Forces are in eV/Å.

Results
ΔE to the lowest compared entry with this formula, charge and spin	73.5	kJ/mol
energy	-573.80353	a.u.
largest force on an atom	1.172	eV/Å